(1)
# C22H26F3OSi

A cluster of 2 separate species, C22H26F3OSi in total (ωB97M-V/def2-TZVPD, the Open Molecules 2025 dataset).

Structure (XYZ):
```
53
Properties=species:S:1:pos:R:3:forces:R:3:nbo_charge:R:1
C 1.6218 -2.7548 -3.3861 0.1 0.0 0.1 -1.147
Si 0.5828 -1.2643 -2.9908 -0.5 -0.1 -0.7 1.907
C -0.0730 -1.3969 -1.2495 -0.1 0.1 0.4 -1.157
C 1.5815 0.2897 -3.1901 0.1 0.2 0.0 -1.153
O -0.7097 -1.2460 -4.0826 0.5 0.0 0.4 -0.856
C -2.0154 -1.1622 -3.6800 -0.6 1.2 0.7 0.351
C -2.5204 -0.0376 -3.0992 1.0 -1.5 -0.6 -0.302
C -3.8986 0.0113 -2.5489 -0.9 0.1 0.2 -0.426
C -4.8130 -1.1198 -3.0458 0.1 0.1 -0.1 -0.391
C -4.0840 -2.4608 -3.0760 -0.1 0.0 0.1 -0.389
C -2.8331 -2.4077 -3.9449 0.0 0.2 -0.2 -0.465
H 2.4464 -2.8162 -2.6608 -0.1 -0.1 -0.2 0.234
H 1.0376 -3.6818 -3.3210 0.1 0.2 0.0 0.247
H 2.0543 -2.6830 -4.3926 -0.1 0.0 0.2 0.253
H 0.7759 -1.4872 -0.5559 -0.1 -0.1 -0.1 0.221
H -0.6624 -0.5157 -0.9607 0.1 -0.2 -0.1 0.233
H -0.7085 -2.2860 -1.1293 0.1 0.2 0.0 0.252
H 2.3934 0.3023 -2.4482 -0.1 0.0 -0.2 0.225
H 2.0309 0.3476 -4.1907 -0.1 0.0 0.2 0.256
H 0.9737 1.1889 -3.0348 0.1 -0.2 -0.1 0.243
H -1.8990 0.8529 -2.9629 0.0 -0.4 -0.1 0.202
H -3.8756 -0.0342 -1.4465 0.1 0.1 -0.2 0.191
H -4.3518 0.9814 -2.7926 0.0 -0.1 0.1 0.214
H -5.6947 -1.1926 -2.3988 0.1 0.1 -0.1 0.211
H -5.1673 -0.8768 -4.0544 0.0 0.0 0.1 0.202
H -3.7985 -2.7303 -2.0516 0.0 0.0 -0.1 0.189
H -4.7560 -3.2442 -3.4459 0.1 0.1 0.1 0.215
H -3.1337 -2.3993 -5.0079 0.2 -0.1 0.3 0.223
H -2.2215 -3.3104 -3.7833 -0.1 0.4 -0.1 0.218
F 3.7409 4.9732 2.2046 -1.1 -1.4 -0.5 -0.299
C 2.9348 3.9468 1.7603 0.8 0.8 0.8 0.399
C 2.6015 3.9274 0.4084 -0.4 -0.6 0.3 -0.205
C 1.7794 2.8766 0.0042 -0.4 0.1 -1.6 0.395
F 1.4135 2.8357 -1.3282 0.5 0.1 2.0 -0.300
C 1.3093 1.9003 0.8574 -0.1 -0.3 0.6 -0.184
C 1.6587 1.9275 2.2485 0.4 1.0 -1.1 -0.058
C 1.1315 0.8890 3.0537 0.2 0.1 0.5 0.135
C 1.2992 0.6102 4.4379 -0.1 -0.2 0.6 -0.175
C 0.6768 -0.5769 4.9373 0.0 0.3 -0.5 -0.073
C 0.7749 -0.9595 6.2618 0.1 0.0 0.3 -0.212
C 1.5025 -0.1831 7.1788 -0.3 -0.2 -0.8 -0.133
C 2.1054 0.9760 6.6980 0.8 1.2 0.4 0.390
F 2.8193 1.7479 7.5874 -0.9 -0.9 -1.1 -0.303
C 2.0261 1.4014 5.3797 -0.1 -0.4 0.3 -0.166
C 2.5041 2.9979 2.6768 -0.1 -0.1 -0.2 -0.197
H 2.9541 4.6775 -0.2902 0.0 -0.1 0.1 0.282
H 0.6675 1.0959 0.5021 0.1 0.2 -0.2 0.254
H 0.5005 0.1779 2.5120 0.2 0.1 0.2 0.233
H 0.1134 -1.1773 4.2228 0.1 0.0 0.3 0.233
H 0.2837 -1.8714 6.5988 0.1 0.3 -0.1 0.254
H 1.5921 -0.4668 8.2221 0.0 0.1 -0.1 0.266
H 2.5102 2.3239 5.0901 -0.1 -0.3 0.5 0.231
H 2.8180 3.0834 3.7075 0.1 0.3 -0.5 0.229
```
Positions in Å, forces in eV/Å.

Computed properties:
orbital gap: 0.1245 Eh
charge: +1
molar mass: 391.53 g mol⁻¹

=====

(2)
# C9H19BBrIO6PS

A cluster of 2 separate species, C9H19BBrIO6PS in total (ωB97M-V/def2-TZVPD, the Open Molecules 2025 dataset).

Structure (XYZ):
```
39
Properties=species:S:1:pos:R:3:forces:R:3:nbo_charge:R:1
O -3.9036 3.3276 -1.7024 2.2 -0.5 0.7 -0.995
P -2.5676 2.4198 -2.4370 0.1 0.5 2.2 0.887
I -2.3984 3.3384 -4.7174 -0.5 -0.3 0.0 -0.167
C -3.0285 0.5666 -2.4169 0.7 -2.7 -1.4 -0.191
S -4.8734 0.1610 -2.3790 0.4 0.7 1.1 -0.093
C -2.5170 -0.1302 -3.8458 -0.1 0.1 1.5 -0.109
O -1.0716 -0.0233 -3.5918 -2.5 0.2 -1.4 -0.740
B -0.9311 -0.7391 -2.2742 0.5 0.5 -0.8 0.643
C 0.5564 -0.4712 -1.5476 0.8 -0.2 0.2 -0.690
C 1.3097 0.7362 -2.3613 0.6 -0.6 0.2 -0.431
C 2.7770 1.1683 -1.7504 -0.9 -0.6 0.0 -0.393
Br 3.5905 2.4166 -3.1432 -0.1 -0.5 0.8 -0.121
O -2.1382 -0.2444 -1.5216 -2.3 2.7 -0.4 -0.740
H -3.4443 3.7708 -0.9040 -1.1 -1.0 -2.0 0.488
H -5.4974 0.9179 -1.3503 1.3 -0.6 -1.1 0.140
H -2.9168 -1.2326 -3.7261 1.0 1.8 -0.4 0.187
H -2.9843 0.3248 -4.8173 1.5 -0.5 1.8 0.200
H -1.0403 -1.8740 -2.6411 -0.2 -1.1 0.6 -0.147
H 0.4118 -0.2684 -0.4020 0.4 -0.1 -2.0 0.194
H 1.1612 -1.4963 -1.6230 -1.0 2.3 0.1 0.196
H 0.6007 1.6707 -2.3911 1.5 -1.8 -0.1 0.226
H 1.5199 0.3303 -3.4631 -0.6 1.1 2.4 0.224
H 2.7220 1.8052 -0.7702 0.2 -1.4 -1.9 0.216
H 3.5223 0.2563 -1.6784 -1.6 2.0 0.0 0.217
C 2.4419 -2.1644 5.6752 -0.2 0.2 0.1 -0.638
C 2.7692 -2.3085 4.1992 0.3 0.0 0.4 -0.069
O 1.5950 -2.1288 3.3979 -0.2 0.8 -0.3 -0.497
C 1.2096 -0.8432 3.2006 -0.2 0.4 0.0 0.987
O 1.7732 0.1502 3.6311 -0.6 -1.3 -0.5 -0.654
O 0.0718 -0.8537 2.4625 1.2 -0.2 0.7 -0.486
C -0.4943 0.4387 2.2561 -0.4 0.6 -0.2 -0.265
H 1.6203 -2.8319 5.9548 0.2 0.0 -0.1 0.210
H 3.3152 -2.3980 6.2903 -0.1 0.0 -0.1 0.209
H 2.1175 -1.1462 5.9113 0.2 -0.1 -0.1 0.225
H 3.1331 -3.3231 4.0062 -0.3 0.1 -0.2 0.187
H 3.5622 -1.6176 3.8908 -0.3 0.0 0.0 0.195
H 0.2417 1.1351 1.8418 -0.1 -0.2 0.2 0.199
H -0.9009 0.8208 3.1979 0.2 0.0 -0.1 0.175
H -1.3146 0.3398 1.5397 0.3 -0.3 0.1 0.224
```
Positions in Å, forces in eV/Å.

Computed properties:
orbital gap: 0.2716 Eh
charge: -1
relative energy (zero: lowest compared OMol25 entry of this formula, charge and spin): 82.1 kcal/mol
molar mass: 503.91 g mol⁻¹

=====

(3)
# C3H7NSi

The molecule C3H7NSi (ωB97M-V/def2-TZVPD, the Open Molecules 2025 dataset).

Structure (XYZ):
```
12
Properties=species:S:1:pos:R:3:forces:R:3:nbo_charge:R:1
C 1.3689 1.0745 0.1292 -0.3 1.5 1.0 -0.626
C 0.9772 -0.3592 -0.2240 -0.7 0.3 1.8 -0.790
Si -0.9254 -0.7690 0.1277 0.1 -2.3 -3.0 1.005
C -2.6338 0.0440 -0.2880 1.2 0.3 0.4 -0.108
N -3.7396 0.3708 -0.3094 0.3 -0.1 -0.2 -0.313
H 1.0372 1.3346 1.1909 1.2 -0.5 -1.0 0.206
H 2.4924 1.1616 -0.0760 -1.7 0.5 0.6 0.222
H 0.7546 1.8946 -0.4021 1.2 -1.5 0.0 0.215
H 1.6368 -1.1125 0.3391 -1.4 1.0 -0.1 0.246
H 1.3736 -0.4924 -1.1840 -0.4 -0.5 -1.9 0.236
H -1.1836 -2.0697 -0.7971 0.3 1.3 1.3 -0.139
H -1.1584 -1.0773 1.4936 0.1 -0.1 1.1 -0.153
```
Positions in Å, forces in eV/Å.

Computed properties:
orbital gap: 0.4119 Eh
relative energy (zero: lowest compared OMol25 entry of this formula, charge and spin): 25.4 kcal/mol
molar mass: 85.18 g mol⁻¹
SMILES string: CC[SiH2]C#N

=====

(4)
# C14H16

A cluster of 2 separate species, C14H16 in total (ωB97M-V/def2-TZVPD, the Open Molecules 2025 dataset).

Structure (XYZ):
```
30
Properties=species:S:1:pos:R:3:forces:R:3:nbo_charge:R:1
C -1.4932 -3.6384 -2.5199 0.1 -1.0 -0.8 -0.641
C -0.8490 -2.7658 -1.4892 0.8 -0.2 -0.5 0.003
C -1.4370 -2.5609 -0.2481 -0.4 1.1 -0.6 -0.243
C -0.7887 -1.8218 0.7215 -0.1 0.0 1.1 -0.179
C 0.5098 -1.3276 0.5891 -1.5 -0.8 -0.9 -0.238
C 1.0364 -1.5071 -0.6837 1.6 0.5 -0.6 -0.191
C 0.4322 -2.2211 -1.7179 -1.2 -0.5 1.5 -0.230
H -2.3360 -3.2545 -3.0977 0.0 0.5 0.3 0.222
H -1.8557 -4.5826 -2.1090 -0.1 0.1 0.4 0.219
H -0.7684 -3.9767 -3.2707 0.1 0.3 0.1 0.213
H -2.4941 -2.7646 -0.1154 0.1 -0.5 0.1 0.209
H -1.3309 -1.6336 1.6454 0.1 -0.1 0.0 0.203
H 0.9448 -0.8692 1.4616 0.5 0.4 -0.4 0.231
H 1.9956 -1.0812 -0.9749 0.1 0.0 0.5 0.207
H 1.0036 -2.4638 -2.6000 -0.1 0.3 -0.3 0.213
C -1.5223 2.5926 -0.0118 0.0 -0.1 0.8 -0.631
C -0.2044 2.6008 0.7027 1.4 -0.8 -1.0 0.007
C -0.0203 2.2493 2.0248 0.0 0.4 1.5 -0.232
C 1.2391 2.0147 2.5784 0.6 0.3 -0.5 -0.206
C 2.3782 2.1628 1.7976 -0.5 -0.3 -0.5 -0.224
C 2.2240 2.4843 0.4474 0.3 0.3 0.5 -0.209
C 0.9662 2.7095 -0.0807 -0.7 0.6 0.5 -0.216
H -1.4553 2.9252 -1.0426 0.1 0.3 0.0 0.216
H -2.2330 3.1793 0.5618 -0.4 0.0 -0.2 0.216
H -1.8314 1.5434 -0.0405 -0.3 0.2 0.0 0.230
H -0.7789 2.3501 2.7989 -0.6 -0.5 -0.6 0.209
H 1.3504 1.7669 3.6256 -0.2 0.1 0.1 0.211
H 3.3790 2.0748 2.1935 0.0 -0.2 0.2 0.212
H 3.1391 2.6303 -0.1072 -0.1 0.1 -0.4 0.211
H 0.8002 3.1850 -1.0387 0.4 -0.5 -0.4 0.207
```
Positions in Å, forces in eV/Å.

Computed properties:
orbital gap: 0.3628 Eh
relative energy (zero: lowest compared OMol25 entry of this formula, charge and spin): 17.3 kcal/mol
molar mass: 184.28 g mol⁻¹
SMILES string: Cc1ccccc1.Cc1ccccc1

=====

Q: Which formula does entry 4 have?
A: C14H16

=====

Q: Look up the orbital gap of the third one.
A: 0.4119 Eh